Entry 1:
This record from the Open Molecules 2025 dataset describes one molecule with the formula C23H25N5O2 at a distorted geometry. The level of theory is ωB97M-V with the def2-TZVPD basis set.

Computed properties:
SMILES   Cn1c(=O)[nH]c(=O)c2c1nc(N1CCCCCC1)n2Cc1cccc2ccccc12
Max |F|   1.389 eV/Å
Lowest unoccupied orbital energy   0.49 eV
Energy relative to the best compared isomer or geometry (same formula, charge and spin)   0.00 kcal per mole
HOMO-LUMO gap   8.40 eV
HOMO   -7.91 eV
Net charge   0

```
55
C23H25N5O2 ωB97M-V with the def2-TZVPD basis set
C -1.88776 -3.11061 -2.23991
N -0.95063 -3.08964 -1.14005
C -0.31012 -4.24288 -0.74588
O -0.46794 -5.30724 -1.30147
N 0.52393 -4.11235 0.34615
C 0.81064 -2.99457 1.13780
O 1.48929 -3.10702 2.14039
C 0.17436 -1.83941 0.59715
C -0.71338 -1.93167 -0.46383
N -1.32111 -0.75152 -0.68542
C -0.82260 0.07835 0.22403
N -1.20052 1.38839 0.31682
C -1.64203 1.94072 1.58546
C -3.03563 1.49129 2.03450
C -4.14136 1.78522 1.02321
C -4.05509 0.88536 -0.21052
C -3.15997 1.41744 -1.32848
C -1.80153 1.97303 -0.86923
N 0.11564 -0.51414 1.01608
C 1.14723 0.05801 1.86113
C 2.50125 -0.00560 1.18450
C 3.43058 -0.90579 1.64025
C 4.68286 -1.03662 1.02423
C 5.00064 -0.26391 -0.05474
C 4.08548 0.69040 -0.54479
C 4.40939 1.50690 -1.64854
C 3.53112 2.44381 -2.11329
C 2.29246 2.61051 -1.47881
C 1.94662 1.83253 -0.40867
C 2.81867 0.83840 0.08533
H -1.95186 -4.13529 -2.60038
H -2.86330 -2.76501 -1.89808
H -1.53857 -2.45214 -3.03535
H 0.95121 -4.97992 0.65049
H -1.62423 3.03011 1.48233
H -0.93574 1.66659 2.37065
H -3.25579 2.00133 2.97550
H -3.01504 0.41722 2.23501
H -4.10946 2.83584 0.72754
H -5.09993 1.61398 1.51820
H -5.05486 0.74545 -0.62716
H -3.68935 -0.09706 0.09214
H -3.67682 2.21816 -1.86208
H -2.98671 0.59993 -2.02683
H -1.89102 3.04223 -0.66201
H -1.08462 1.84682 -1.68530
H 1.18643 -0.52916 2.78309
H 0.89776 1.09189 2.09738
H 3.18971 -1.54767 2.47303
H 5.38433 -1.76174 1.40842
H 5.95673 -0.36611 -0.54796
H 5.37410 1.37657 -2.11810
H 3.78609 3.06434 -2.95978
H 1.60876 3.36582 -1.83907
H 0.99170 1.99044 0.06493
```

Results of the Löwdin charge analysis, in e, for atoms 1 through 2: number 1, C, carries 0.00; number 2, N, carries 0.01

=====

Entry 2:
This record from the Open Molecules 2025 dataset describes a 2-piece molecular cluster, C23H25NO5 overall at a distorted geometry. The level of theory is ωB97M-V with the def2-TZVPD basis set.

Computed properties:
Max |F|   2.726 eV/Å
Lowest unoccupied orbital energy   -2.22 eV
Energy relative to the best compared isomer or geometry (same formula, charge and spin)   113.26 kcal per mole
HOMO-LUMO gap   3.27 eV
HOMO   -5.49 eV
Net charge   0

```
54
C23H25NO5 ωB97M-V with the def2-TZVPD basis set
C -1.38683 -0.46807 2.86878
O -0.54880 0.24033 1.98894
C -0.64690 1.62116 2.05169
C 0.60966 2.34366 1.98628
O 0.67119 3.56369 1.99199
O 1.73463 1.56270 1.94836
C 2.87590 2.34691 2.07048
C -1.92073 2.30820 2.19069
O -1.97925 3.51205 2.39861
O -3.06418 1.56231 2.07007
C -4.17978 2.38911 2.20981
H -1.44481 -1.50076 2.52682
H -0.95093 -0.43823 3.86720
H -2.38011 -0.02833 2.87960
H 3.74259 1.74970 1.78082
H 2.77760 3.22813 1.43105
H 2.96903 2.65658 3.11301
H -5.08173 1.84138 1.92602
H -4.25227 2.71110 3.25157
H -4.04875 3.26672 1.56853
C 2.12371 1.78698 -2.41811
C 1.98745 0.39675 -1.93027
N 3.05306 -0.42166 -1.66709
C 4.45599 -0.01887 -1.68799
C 2.59437 -1.65004 -1.16501
C 1.18984 -1.60101 -1.13161
C 0.48104 -2.67299 -0.57351
C 1.17342 -3.75499 -0.08302
C 2.56755 -3.79773 -0.13013
C 3.28511 -2.75507 -0.66491
C 0.79110 -0.28281 -1.60366
C -0.49527 0.30594 -1.53137
C -1.73392 -0.39851 -1.54160
C -1.85897 -1.64158 -2.19098
C -3.03323 -2.34745 -2.15369
C -4.13089 -1.82575 -1.49066
C -4.05609 -0.57955 -0.89102
C -2.88198 0.13142 -0.91922
H 1.16162 2.21904 -2.69325
H 2.57061 2.41645 -1.64917
H 2.76648 1.83199 -3.29865
H 5.09331 -0.81730 -1.31534
H 4.76212 0.22942 -2.70195
H 4.59375 0.85403 -1.05286
H -0.59189 -2.64430 -0.51638
H 0.63335 -4.57531 0.36181
H 3.08795 -4.65279 0.26938
H 4.35925 -2.77530 -0.68817
H -0.53787 1.37518 -1.40941
H -1.01720 -2.02067 -2.74168
H -3.10548 -3.30273 -2.64848
H -5.04816 -2.38842 -1.44752
H -4.92143 -0.17329 -0.39172
H -2.81419 1.08260 -0.42310
```

Results of the Löwdin charge analysis, in e, for atoms 1 through 2: number 1, C, carries -0.09; number 2, O, carries -0.14

=====

Entry 3:
This record from the Open Molecules 2025 dataset describes C23H26As2CoF3O5S6 as an isolated structure. The level of theory is ωB97M-V with the def2-TZVPD basis set.

Computed properties:
Max |F|   0.506 eV/Å
Lowest unoccupied orbital energy (spin up / spin down)   -0.53 / -2.68 eV
Expectation value of S²   6.04
Energy relative to the best compared isomer or geometry (same formula, charge and spin)   0.00 kcal per mole
Spin multiplicity   5
HOMO-LUMO gap (spin up / spin down)   7.36 / 5.15 eV
HOMO (spin up / spin down)   -7.88 / -7.83 eV
Net charge   0

```
66
C23H26As2CoF3O5S6 ωB97M-V with the def2-TZVPD basis set
Co -0.28975 -0.00986 0.15729
C -3.77506 2.52750 -0.29068
C -2.95623 1.26563 -0.37069
O -1.73791 1.40151 -0.57288
C -3.59825 -0.02419 -0.23280
C -4.98362 -0.09247 0.01854
C -5.64930 -1.28760 0.10536
C -4.92355 -2.47384 -0.07165
C -3.57717 -2.44917 -0.31630
C -2.85798 -1.22839 -0.39199
O -1.57841 -1.27257 -0.61227
H -3.12651 3.37541 -0.49120
H -4.19321 2.62777 0.71191
H -4.60231 2.51933 -0.99911
H -5.53818 0.82584 0.15203
H -6.71067 -1.31516 0.30541
H -5.43377 -3.42744 -0.00985
H -3.01741 -3.36541 -0.44584
C 3.35682 -0.33102 0.02511
As 1.85831 -0.16402 -1.20620
C 2.36419 -1.52507 -2.50197
C 2.27490 1.50547 -2.12431
C 3.01751 1.53316 -3.30144
C 3.26439 2.73271 -3.95227
C 2.76879 3.91734 -3.42914
C 2.03596 3.89733 -2.25332
C 1.78258 2.70118 -1.58856
As 0.80559 2.62893 0.10432
C -0.27559 4.23961 0.00086
C 2.20979 3.26782 1.30062
H 4.28910 -0.11268 -0.49551
H 3.37195 -1.34784 0.41650
H 3.21857 0.35227 0.86006
H 3.33274 -1.30112 -2.94801
H 1.60601 -1.62699 -3.27591
H 2.44811 -2.46827 -1.96373
H 3.40446 0.62027 -3.73491
H 3.83808 2.73884 -4.86943
H 2.95226 4.85520 -3.93729
H 1.65620 4.82988 -1.85318
H -0.91974 4.25574 0.87925
H -0.88952 4.20536 -0.89716
H 0.34935 5.13279 -0.00108
H 2.72916 4.11707 0.85606
H 2.91429 2.46477 1.50374
H 1.74228 3.55895 2.24032
C 1.10582 -5.01679 3.23103
S 2.24704 -5.20908 1.83952
C 1.31184 -4.76780 0.44535
C 0.59936 -3.57308 0.20966
S 0.56953 -2.30454 1.28106
S -0.16969 -3.50563 -1.37604
C 0.49137 -4.97467 -2.02079
S 0.33677 -5.44923 -3.56901
S 1.42880 -5.87462 -0.85935
H 1.61781 -5.48939 4.06777
H 0.18038 -5.55001 3.03128
H 0.91599 -3.97418 3.45370
F 0.51100 0.58611 5.28378
C -0.46514 0.07689 4.53113
F -0.28468 -1.24480 4.44810
F -1.63143 0.30479 5.13528
S -0.44342 0.84300 2.85826
O 0.83671 0.41274 2.28880
O -0.58773 2.25125 3.08961
O -1.52760 0.18446 2.13211
```

Results of the Löwdin charge analysis, in e, for atoms 1 through 2: number 1, Co, carries 0.39; number 2, C, carries 0.00

=====

Question: What is the energy relative to the best compared isomer or geometry (same formula, charge and spin) in the third record?
Answer: 0.00 kcal per mole